{
  "formula": "C29H47Cl2GaN2PS",
  "method": "ωB97M-V with the def2-TZVPD basis set",
  "symbols": ["P", "C", "C", "C", "C", "C", "C", "C", "C", "C", "C", "C", "C", "C", "C", "C", "C", "C", "C", "H", "H", "H", "H", "H", "H", "H", "H", "H", "H", "H", "H", "H", "H", "H", "H", "H", "H", "H", "H", "H", "H", "H", "H", "H", "H", "H", "H", "H", "H", "H", "H", "H", "Ga", "Cl", "Cl", "C", "H", "C", "C", "C", "C", "C", "C", "H", "H", "H", "H", "H", "S", "C", "N", "C", "C", "C", "N", "H", "H", "H", "H", "H", "H", "H", "H"],
  "positions_angstrom": [[-0.94604, -1.22815, -1.07346], [-2.44079, -1.72738, -0.04415], [-3.32460, -2.90115, -0.50165], [-4.58379, -3.00169, 0.37447], [-4.22146, -3.15080, 1.85759], [-3.31222, -2.00559, 2.32169], [-2.06082, -1.89784, 1.43839], [0.32028, -2.60770, -0.94973], [-0.14421, -4.06788, -1.05828], [1.05931, -5.02043, -1.14089], [1.99067, -4.84017, 0.06504], [2.44051, -3.37981, 0.20478], [1.23786, -2.42721, 0.27607], [-1.60478, -1.48864, -2.80849], [-2.77361, -0.51613, -3.05896], [-3.32770, -0.64646, -4.48462], [-2.22644, -0.43269, -5.52962], [-1.05557, -1.39304, -5.29030], [-0.50502, -1.26352, -3.86215], [-3.06035, -0.81757, -0.10318], [-2.76349, -3.83943, -0.43278], [-3.61601, -2.78276, -1.55074], [-5.20240, -3.84632, 0.04619], [-5.18776, -2.09274, 0.23880], [-5.13033, -3.18841, 2.47056], [-3.69893, -4.10730, 2.00491], [-3.86748, -1.05810, 2.27178], [-3.02167, -2.15019, 3.36963], [-1.43077, -1.06186, 1.76553], [-1.46429, -2.81267, 1.55440], [0.94929, -2.39885, -1.83005], [1.61737, -4.81286, -2.06540], [-0.79523, -4.20495, -1.92949], [-0.73685, -4.32440, -0.17071], [0.71388, -6.05997, -1.20404], [2.86196, -5.50046, -0.02493], [1.45674, -5.14130, 0.97807], [3.06979, -3.25909, 1.09535], [3.05998, -3.10812, -0.66243], [1.57452, -1.38592, 0.33570], [0.67279, -2.63060, 1.19459], [-1.97735, -2.51800, -2.91523], [-3.57679, -0.68679, -2.33327], [-2.41545, 0.51057, -2.89641], [-3.75929, -1.64974, -4.61285], [-4.14296, 0.07196, -4.63499], [-1.86308, 0.60285, -5.46325], [-2.62834, -0.56524, -6.54161], [-0.25398, -1.20713, -6.01564], [-1.39691, -2.42605, -5.45065], [0.31250, -1.97944, -3.72278], [-0.07715, -0.26074, -3.72157], [0.98478, 2.54603, 0.60489], [2.28926, 1.45542, -0.93797], [-1.17062, 2.57377, 1.38926], [2.08968, 2.95123, 2.01193], [2.67192, 3.87545, 2.07291], [2.36657, 1.98687, 3.06408], [3.53595, 2.13069, 3.84062], [3.85742, 1.20091, 4.82348], [3.01292, 0.11372, 5.06080], [1.84094, -0.03403, 4.31268], [1.51704, 0.89082, 3.32797], [4.19275, 2.97642, 3.65113], [4.76479, 1.32291, 5.40864], [1.17397, -0.86898, 4.50776], [0.58415, 0.79588, 2.77670], [3.26113, -0.61005, 5.83183], [0.70002, 4.42409, -0.68443], [1.57762, 5.51884, 0.14729], [1.17688, 5.94602, 1.44169], [2.04454, 6.82921, 2.18977], [2.50492, 7.93961, 1.25729], [3.32521, 7.33159, 0.09926], [2.68464, 6.16040, -0.48242], [0.26520, 5.66104, 1.83074], [2.94201, 6.27281, 2.53986], [1.50782, 7.22635, 3.07694], [3.11939, 8.69623, 1.79109], [1.59776, 8.44386, 0.85570], [4.33554, 7.02996, 0.44864], [3.44434, 8.12135, -0.67364], [3.05789, 5.77950, -1.36371]],
  "gap_ev": 3.930,
  "homo_ha": -0.0610,
  "total_charge": -1,
  "lumo_energy_ha": 0.083,
  "e_above_lowest_kj_mol": 59.4
}

***

{
  "formula": "C6H9N",
  "method": "ωB97M-V with the def2-TZVPD basis set",
  "symbols": ["C", "C", "C", "C", "C", "C", "N", "H", "H", "H", "H", "H", "H", "H", "H", "H"],
  "positions_angstrom": [[-1.39377, 2.06560, -0.11617], [-0.47953, 0.95888, 0.31606], [-0.61648, 0.19805, 1.54879], [0.46843, -0.62879, 1.42874], [1.11764, -0.62457, 0.07086], [0.50963, -1.89980, -0.58934], [0.52459, 0.58272, -0.48036], [-2.23161, 2.10334, 0.58186], [-1.77649, 1.89199, -1.13050], [-0.87715, 3.03403, -0.10795], [0.76443, -1.45768, 2.07765], [2.21125, -0.59676, -0.01099], [1.24914, -2.42807, -1.19519], [-0.36095, -1.59175, -1.17956], [0.11857, -2.60431, 0.15576], [0.77231, 0.99714, -1.36966]],
  "gap_ev": 7.567,
  "homo_ha": -0.2662,
  "total_charge": 0,
  "lumo_energy_ha": 0.012,
  "smiles": "CC1=C=C[C@@H](C)N1",
  "e_above_lowest_kj_mol": 322.4
}

***

{
  "formula": "C5H13N3PdS",
  "method": "ωB97M-V with the def2-TZVPD basis set",
  "symbols": ["Pd", "N", "C", "C", "N", "C", "C", "N", "H", "H", "H", "H", "H", "H", "H", "H", "H", "H", "H", "H", "H", "S", "C"],
  "positions_angstrom": [[-0.62791, -0.00012, 1.63477], [-1.22204, -1.69775, 0.08943], [-0.24900, -1.68126, -1.01670], [1.12605, -1.25540, -0.52638], [1.12705, 0.00002, 0.25095], [1.12574, 1.25518, -0.52684], [-0.24946, 1.68095, -1.01695], [-1.22217, 1.69804, 0.08940], [-2.17008, -1.70940, -0.26566], [-1.11721, -2.54161, 0.64080], [-0.14712, -2.65862, -1.49346], [-0.61966, -1.00179, -1.78003], [1.51955, -2.03043, 0.13295], [1.80386, -1.18086, -1.38286], [1.94675, 0.00023, 0.84320], [1.51944, 2.03046, 0.13205], [1.80330, 1.18030, -1.38348], [-0.14755, 2.65807, -1.49418], [-0.62041, 1.00118, -1.77987], [-1.11698, 2.54203, 0.64049], [-2.17030, 1.70984, -0.26545], [-0.25477, 0.00026, 4.98061], [-0.03708, 0.00067, 3.49719]],
  "gap_ev": [8.816, 7.822],
  "homo_ha": [-0.4527, -0.4418],
  "total_charge": 1,
  "spin_multiplicity": 2,
  "lumo_energy_ha": [-0.129, -0.154]
}

***

{
  "formula": "C3H8N2O2",
  "method": "ωB97M-V with the def2-TZVPD basis set",
  "symbols": ["N", "C", "O", "N", "C", "C", "O", "H", "H", "H", "H", "H", "H", "H", "H"],
  "positions_angstrom": [[2.32496, 1.03394, -0.43203], [0.93858, 0.76088, -0.37446], [0.20504, 1.66007, 0.12832], [0.59005, -0.62697, -0.45409], [-0.77742, -0.97509, -0.53231], [-1.46171, -0.74022, 0.96102], [-1.83179, 0.56651, 1.08323], [2.59684, 1.46886, 0.44570], [2.91435, 0.23555, -0.65623], [0.86249, 0.32436, -1.64808], [-0.87969, -2.02795, -0.82453], [-1.40390, -0.32003, -1.15239], [-0.72827, -1.10102, 1.70401], [-2.34385, -1.39772, 0.94983], [-1.00568, 1.13883, 0.80202]],
  "gap_ev": 8.127,
  "homo_ha": -0.3439,
  "total_charge": 0,
  "lumo_energy_ha": -0.045,
  "e_above_lowest_kj_mol": 449.5
}

***

{
  "formula": "C5H8",
  "method": "ωB97M-V with the def2-TZVPD basis set",
  "symbols": ["C", "C", "C", "C", "C", "H", "H", "H", "H", "H", "H", "H", "H"],
  "positions_angstrom": [[0.63741, 1.07689, -0.18672], [-0.66048, 1.02400, -0.58752], [-1.33782, -0.25285, -0.14476], [-0.40466, -0.67138, 1.04692], [0.87208, 0.01925, 0.63888], [-1.22288, 1.84746, -1.02556], [-1.36717, -1.05028, -0.89925], [-2.37493, -0.04908, 0.14775], [-0.24660, -1.75282, 1.13884], [-0.82692, -0.32339, 1.99817], [1.85192, -0.41994, 0.83038], [2.31791, 0.57015, -1.40431], [2.76214, -0.01801, -1.55283]],
  "gap_ev": [7.975, 7.287],
  "homo_ha": [-0.3099, -0.2896],
  "total_charge": 0,
  "lumo_energy_ha": [-0.017, -0.022],
  "smiles": "C1=CCCC=1.[H][H]",
  "e_above_lowest_kj_mol": 431.3
}

***

{
  "formula": "C6H6FNO",
  "method": "ωB97M-V with the def2-TZVPD basis set",
  "symbols": ["O", "C", "C", "C", "C", "C", "N", "C", "F", "H", "H", "H", "H", "H", "H"],
  "positions_angstrom": [[1.62733, 2.14409, -1.70101], [0.50086, 1.92597, -1.54959], [-0.78992, 1.76524, -1.44362], [-1.61678, 1.06240, -0.49708], [-1.39725, 0.14180, 0.46309], [-0.26349, -0.63543, 0.90173], [0.74676, -0.95430, 0.20593], [1.75526, -1.79175, 0.69852], [1.51235, -2.35543, 1.94604], [-1.33666, 2.31772, -2.20021], [-2.64873, 1.38541, -0.57316], [-2.27890, -0.11214, 1.04067], [-0.39474, -1.03683, 1.91318], [2.69069, -1.22399, 0.78905], [1.89322, -2.63276, 0.00646]],
  "gap_ev": 8.775,
  "homo_ha": -0.3117,
  "total_charge": 0,
  "lumo_energy_ha": 0.011,
  "smiles": "O=C=C/C=C\\C=N\\CF",
  "e_above_lowest_kj_mol": 99.6
}

***

Calculated total energy: -131364.8097 -7854.8179 -24174.1083 -10312.2932 -5309.6968 -12572.1596 (eV)
Maximum force: 3.81 0.60 1.53 4.35 0.43 1.42 (eV Å⁻¹)